{"formula": "C23H64O9", "method": "the ωB97M-V functional and the def2-TZVPD basis", "spin_multiplicity": 2, "largest_force_ev_per_a": 2.903, "energy_ha": -1591.42361, "relative_energy_ev": 0.000, "total_charge": 1, "homo_energy_ha": [-0.4216, -0.4216], "species": ["O", "O", "O", "O", "O", "O", "O", "O", "O", "C", "C", "C", "C", "C", "C", "C", "C", "C", "C", "C", "C", "C", "C", "C", "C", "C", "C", "C", "C", "C", "C", "C", "H", "H", "H", "H", "H", "H", "H", "H", "H", "H", "H", "H", "H", "H", "H", "H", "H", "H", "H", "H", "H", "H", "H", "H", "H", "H", "H", "H", "H", "H", "H", "H", "H", "H", "H", "H", "H", "H", "H", "H", "H", "H", "H", "H", "H", "H", "H", "H", "H", "H", "H", "H", "H", "H", "H", "H", "H", "H", "H", "H", "H", "H", "H", "H"], "positions_angstrom": [[-0.40134, -5.26389, 5.60242], [-3.29512, -0.45758, -0.95075], [-2.86388, 4.13769, -2.99433], [-4.12098, 2.30838, -1.17138], [-0.52011, -1.35824, -0.82060], [-0.77200, -4.02258, -0.32639], [0.70404, 4.02326, 4.32637], [4.64314, -1.27942, 0.03429], [2.34639, 0.47243, -5.42154], [4.02877, 1.04945, 0.10632], [-2.45942, 3.43378, -4.13539], [-1.12510, -4.93213, 0.69082], [-3.95860, -1.59236, -0.48948], [1.79579, 3.36872, 3.70294], [-1.87119, 2.16029, -3.63362], [5.18478, 0.00484, 0.19613], [-5.39115, -1.25819, -0.14318], [-3.66918, 3.19595, -5.04910], [2.78607, 0.64757, -4.08086], [2.22878, 4.10498, 2.42844], [0.07662, -1.01227, 1.50323], [1.68238, 1.45314, -3.35168], [-3.77732, 2.89830, 0.05593], [0.11303, 0.90954, -0.06062], [-0.21701, -3.85058, 5.53574], [1.26397, -3.45710, 5.97302], [1.31260, 1.94104, 3.35483], [-3.80329, -2.47159, -1.75353], [2.94889, -0.80102, -3.50786], [0.32388, -0.56878, 0.05110], [-0.59416, -3.31469, 4.14212], [6.19665, 0.14577, -0.92010], [-0.25544, -5.31186, 1.22709], [0.33212, -2.06864, 1.58630], [1.99498, -4.06740, 5.44267], [-4.53040, 2.52728, 0.75112], [1.47480, -3.52655, 7.04018], [-1.62545, -5.78409, 0.23046], [2.16066, 1.50347, 2.82813], [-3.93560, 3.97461, -0.01207], [-2.82781, 2.71932, 0.56040], [0.74828, -0.52008, 2.20660], [-0.56685, -2.29373, -0.61019], [0.41374, 1.92963, 2.73837], [-0.73581, 1.25435, 0.52987], [-0.29527, -4.51564, -0.99812], [0.76494, 0.87834, -3.22507], [-2.75742, -2.52967, -2.05499], [-5.47687, -0.53134, 0.66455], [-0.92738, -0.83282, 1.88777], [2.58934, 3.16500, 4.42187], [3.75393, 1.13932, -4.17848], [-2.51937, 1.40849, -3.18334], [0.81110, 4.96699, 4.18661], [-4.11942, 4.12309, -5.40379], [-3.95599, 1.36318, -1.14037], [2.72163, 5.02871, 2.73162], [5.81850, 0.11848, -1.94205], [-5.97221, -2.13251, 0.15015], [-3.35530, 3.55046, -2.41530], [-1.76729, -4.41948, 1.40697], [4.33464, -1.49791, 0.91673], [3.67046, -1.38138, -4.08287], [-3.35026, -2.04281, 0.29481], [6.64568, 1.13192, -0.80187], [3.66491, 1.13194, -0.91783], [6.94171, -0.64541, -0.83623], [-4.46192, 2.55354, -4.66575], [1.42435, -2.40949, 5.71828], [3.07940, 0.13015, -5.93838], [3.23887, -0.85557, -2.45856], [-2.35912, -0.64906, -0.85672], [1.06174, 1.36641, 4.24645], [0.07302, -3.63032, 3.34004], [5.66410, 0.10269, 1.17019], [-0.63158, -2.22537, 4.15107], [1.97378, -1.28770, -3.52796], [1.00414, 1.45041, 0.25791], [-3.26681, 2.74467, -5.95605], [3.24375, 0.83139, 0.83040], [-4.08876, -3.48647, -1.47675], [-1.31753, -5.48434, 5.41911], [2.00268, 1.75402, -2.35420], [-0.81840, -3.32100, 6.27465], [4.46960, 2.02085, 0.33030], [-4.45184, -2.14682, -2.56717], [-1.09139, 2.31824, -2.88860], [-1.54310, -3.76024, 3.84365], [-1.38681, 1.69707, -4.49320], [-5.83242, -0.77350, -1.01407], [-0.05738, 1.16159, -1.10730], [1.39103, 2.34028, -3.91399], [1.34960, -0.79585, -0.23950], [1.49430, 4.39658, 1.67769], [-1.69372, 4.09278, -4.54468], [2.86722, 3.43712, 1.85012]], "lowdin_charge": [-0.045, 0.208, -0.061, -0.124, -0.071, -0.138, -0.044, -0.054, -0.066, -0.042, -0.485, -0.120, -0.355, -0.469, -0.078, -0.490, 0.011, -0.043, -0.446, -0.047, -0.045, -0.048, -0.134, -0.043, -0.452, -0.035, -0.071, 0.064, -0.045, -0.430, -0.073, -0.051, 0.091, 0.065, 0.075, 0.077, 0.073, 0.090, 0.058, 0.099, 0.075, 0.069, 0.026, 0.065, 0.071, 0.108, 0.055, 0.098, 0.104, 0.084, 0.135, 0.131, 0.064, 0.085, 0.080, 0.033, 0.081, 0.075, 0.110, 0.032, 0.073, 0.087, 0.077, 0.173, 0.084, 0.059, 0.086, 0.078, 0.065, 0.087, 0.049, 0.102, 0.080, 0.062, 0.137, 0.071, 0.072, 0.076, 0.075, 0.048, 0.127, 0.082, 0.058, 0.125, 0.077, 0.117, 0.064, 0.064, 0.087, 0.109, 0.057, 0.083, 0.133, 0.085, 0.148, 0.056]}

{"formula": "C23H66ClFN3O18PS", "method": "the ωB97M-V functional and the def2-TZVPD basis", "largest_force_ev_per_a": 6.831, "energy_ha": -3733.62301, "total_charge": 0, "homo_energy_ha": -0.3079, "species": ["Cl", "S", "P", "F", "O", "O", "O", "O", "O", "O", "O", "O", "O", "O", "O", "O", "O", "O", "O", "O", "O", "O", "N", "N", "N", "C", "C", "C", "C", "C", "C", "C", "C", "C", "C", "C", "C", "C", "C", "C", "C", "C", "C", "C", "C", "C", "C", "C", "H", "H", "H", "H", "H", "H", "H", "H", "H", "H", "H", "H", "H", "H", "H", "H", "H", "H", "H", "H", "H", "H", "H", "H", "H", "H", "H", "H", "H", "H", "H", "H", "H", "H", "H", "H", "H", "H", "H", "H", "H", "H", "H", "H", "H", "H", "H", "H", "H", "H", "H", "H", "H", "H", "H", "H", "H", "H", "H", "H", "H", "H", "H", "H", "H", "H"], "positions_angstrom": [[-4.15370, -2.52208, 3.50805], [-1.14355, 0.36732, 3.40724], [2.78287, -1.68151, 1.89863], [0.57981, 4.27399, -1.09287], [-2.87994, 9.68753, -4.11931], [-5.72804, -7.56091, 6.17097], [2.70956, 0.33048, -0.61035], [-0.45563, -0.86628, -3.46795], [-3.01144, -1.75793, -5.07244], [2.78836, -3.02654, 2.65127], [-0.51493, -0.94746, -0.30625], [-2.95705, 2.33678, 0.47522], [1.50118, 4.56453, -4.25280], [-5.09293, 10.68687, -1.95694], [5.41614, -2.18481, -0.41971], [0.50895, 2.05052, -1.65928], [-3.44909, -5.50314, 4.36549], [6.89511, -4.86980, -3.65258], [-1.40353, 5.82509, -3.11728], [0.29536, -2.91866, 0.57341], [3.55766, 1.33141, -3.43709], [-0.19660, -6.51357, 4.48185], [1.83329, 0.27173, 5.16401], [1.44880, 0.28547, 3.80943], [2.25894, 2.61995, -0.10884], [0.42640, -0.69337, 3.23378], [1.05848, -0.86097, 1.77497], [1.09779, 2.93243, -1.00328], [0.01825, -1.97887, 4.10132], [1.20366, 0.72084, 1.41350], [4.74741, 0.56367, -3.53278], [0.26056, -1.63875, 0.62980], [5.96524, -3.38206, -0.95702], [1.01658, -7.24553, 4.38791], [-1.28704, -2.73137, 3.48142], [-2.34348, 8.49301, -4.67455], [2.13235, 1.12758, 0.16431], [8.06843, -4.34875, -4.25901], [-2.56436, -2.57031, 4.47920], [-5.89520, -8.93618, 5.85876], [0.61492, -0.78038, -4.39400], [-4.20401, -1.22380, -4.52321], [-3.21666, -6.79667, 3.83223], [-2.68278, 3.61268, 1.02939], [2.69254, 3.80555, -4.35405], [-2.28447, 6.31137, -2.11677], [1.89167, 1.11761, 2.84684], [-4.80796, 11.94813, -1.37361], [-3.96996, -7.02162, 3.07253], [6.79036, -3.70742, -0.32270], [4.68968, -1.92017, -0.99981], [-3.26180, -7.53764, 4.63514], [1.44797, -7.08603, 3.39946], [-2.57764, -3.39005, 5.27212], [-1.52116, 8.15035, -4.04746], [5.19817, -4.15953, -0.97981], [-0.74685, 5.26305, -2.67142], [5.18155, 0.70886, -4.52254], [3.40409, 4.13531, -3.59158], [-0.32764, -1.59581, 5.14055], [0.93988, 0.25942, -4.48678], [3.19247, 1.18892, -2.55350], [-2.52620, -1.54424, 5.01139], [-4.91885, -9.42131, 5.87221], [-1.62676, -2.27213, 2.47994], [0.27076, -1.13875, -5.36503], [-3.60474, 9.96779, -4.69384], [6.44936, -5.41358, -4.31488], [2.66800, 1.93942, 3.04006], [6.33677, -3.19540, -1.96600], [-4.68894, 12.69930, -2.15878], [-3.03612, 6.94519, -2.58666], [-6.33526, -9.03748, 4.86359], [-4.55829, -1.86797, -3.71415], [0.81598, -8.31105, 4.52728], [-3.51923, 3.90858, 1.66320], [1.14450, 4.40621, -3.37122], [-1.07592, -3.84470, 3.24838], [-2.56070, 4.34520, 0.22713], [1.44763, -1.40216, -4.05322], [-0.84814, 1.12006, 4.56097], [-4.01555, -0.21659, -4.14244], [1.71843, -6.89544, 5.14924], [-3.11866, 7.72391, -4.70692], [2.46026, 2.75068, -4.21529], [-2.22745, -6.81759, 3.37685], [0.22238, 1.27679, 1.14032], [-5.63802, 12.23222, -0.72584], [-2.20261, 2.09835, -0.08082], [8.71849, -5.17026, -4.57033], [0.85935, -2.72317, 4.30109], [-0.12378, -0.54310, -2.61655], [8.59431, -3.72832, -3.53250], [-1.72150, 6.89820, -1.38569], [-1.97113, 8.69143, -5.68240], [-4.96255, -1.17754, -5.30586], [-1.77076, 3.56487, 1.63318], [-2.77818, 5.47097, -1.62172], [3.12749, 3.95551, -5.34312], [2.08110, 1.23088, 5.46661], [-2.35677, -1.78751, -4.35803], [-0.55729, -6.67148, 5.36403], [2.74736, -0.22945, 5.14111], [-6.54289, -9.40680, 6.60266], [-4.34222, 10.45914, -2.52546], [7.79664, -3.73965, -5.12484], [-3.89259, 11.88132, -0.77980], [3.21964, -1.96583, 0.54961], [4.51525, -0.49533, -3.39170], [-6.60484, -7.15604, 6.15228], [3.78676, -0.83012, 2.47018], [2.03352, 3.09203, 0.79482], [-4.33056, -5.51274, 4.76206], [5.46100, 0.89324, -2.77301]], "lowdin_charge": [0.482, 0.865, 0.828, 0.044, -0.137, -0.135, 0.098, -0.133, -0.139, -0.444, -0.133, -0.118, -0.121, -0.134, -0.167, 0.137, -0.169, -0.140, -0.126, -0.027, -0.171, -0.144, 0.141, -0.194, 0.161, -0.538, -0.317, -0.325, -0.179, -0.125, -0.129, -0.537, -0.143, -0.148, -0.228, -0.150, -0.288, -0.159, -0.555, -0.161, -0.148, -0.170, -0.155, -0.161, -0.157, -0.153, 0.066, -0.167, 0.082, 0.084, 0.047, 0.067, 0.084, 0.074, 0.072, 0.087, 0.045, 0.084, 0.079, 0.105, 0.067, 0.038, 0.045, 0.077, 0.090, 0.081, 0.082, 0.083, 0.171, 0.057, 0.074, 0.067, 0.079, 0.074, 0.075, 0.085, 0.025, 0.131, 0.052, 0.075, -0.070, 0.075, 0.074, 0.081, 0.047, 0.064, 0.149, 0.076, 0.066, 0.076, 0.112, 0.042, 0.077, 0.086, 0.084, 0.072, 0.059, 0.064, 0.087, 0.119, 0.051, 0.080, 0.135, 0.075, 0.040, 0.077, 0.075, 0.041, 0.073, 0.081, 0.027, 0.125, 0.067, 0.081]}